{
  "formula": "C13H30F6O9",
  "method": "ωB97M-V with the def2-TZVPD basis set",
  "species": ["H", "F", "F", "O", "H", "C", "H", "C", "H", "H", "C", "O", "C", "H", "H", "O", "H", "H", "C", "H", "H", "C", "H", "C", "H", "C", "F", "H", "H", "H", "H", "H", "O", "C", "H", "C", "H", "H", "O", "F", "O", "F", "O", "O", "H", "H", "C", "H", "H", "F", "H", "C", "H", "H", "H", "C", "O", "H"],
  "coordinates": [[-3.7422, 0.6330, 0.8759], [3.8661, 3.0240, -6.3964], [2.6299, -4.8480, 4.7102], [0.5846, 0.7142, -0.5930], [1.8926, 1.2234, -2.8315], [-2.7885, -0.0647, 3.2082], [-1.6465, -3.5807, 4.0516], [-1.6995, -4.0457, 3.0672], [-4.6246, -0.4345, 2.7670], [-0.0750, 0.3806, -1.2055], [-0.4112, -3.7035, 2.2471], [0.8724, -1.9385, 3.9602], [2.1732, 3.1123, -4.7219], [1.6722, 4.0417, 1.5858], [-2.2287, 0.8406, 2.9732], [1.3516, 3.7836, -4.0537], [0.5503, 0.9132, -3.9525], [-2.5692, -3.7827, 2.4650], [-3.6371, 2.5623, 0.7645], [1.2688, 2.5900, -0.7433], [-1.3674, -2.4892, -2.7363], [3.1100, 3.8737, -5.6914], [-2.5744, 2.7423, 0.9265], [1.6352, 0.9268, -3.8483], [1.6247, -1.2095, -3.4355], [2.5911, -3.5099, 4.6608], [2.4108, 4.5994, -6.5592], [0.8294, 0.4899, 1.4285], [2.1303, -0.7434, -5.0704], [2.1009, 2.4311, 1.1564], [-0.3787, -4.3320, 1.3571], [-0.4057, -2.6534, 1.9550], [-3.8768, 1.2990, 0.1977], [0.0720, 0.4406, 0.6462], [-4.1259, 3.3016, 0.1300], [1.3610, -3.0495, 3.8312], [3.1301, 3.7582, 0.6148], [-1.6814, -5.1334, 3.1350], [-3.7839, -0.4359, 2.3036], [2.4273, -2.9837, 5.8884], [-1.0879, -0.5362, -2.3217], [3.7250, -2.9796, 4.1892], [0.7757, -4.0042, 2.9985], [2.3514, 1.7781, -4.7670], [-2.4261, -1.7226, -1.4150], [3.2521, -0.6341, -3.7430], [2.2059, -0.4904, -4.0128], [-4.1227, 2.6218, 1.7385], [-0.7658, -2.1176, -1.1394], [3.8507, 4.7171, -4.9402], [-2.1662, -0.9511, 3.3313], [-1.4577, -1.7819, -1.9118], [-1.6569, -0.2387, -3.0354], [-0.8143, 1.0486, 0.8276], [-0.3616, -0.5584, 0.5999], [2.0963, 3.4516, 0.7734], [1.2465, 3.4753, -0.3728], [-3.3121, 0.1795, 4.1324]],
  "lowdin_charge": [0.0050, 0.1605, 0.1712, -0.1253, 0.1133, -0.1335, 0.0763, -0.0463, 0.1007, 0.0337, -0.1995, 0.1333, -0.3158, 0.0750, 0.0816, 0.1260, 0.1196, 0.0757, -0.1729, 0.0223, 0.0914, -0.5450, 0.0673, -0.1864, 0.0690, -0.5305, 0.1726, 0.0899, 0.0771, 0.0563, 0.1210, 0.0929, -0.1366, -0.1618, 0.0813, -0.2924, 0.0724, 0.0731, -0.1263, 0.1582, -0.1211, 0.1732, -0.0139, 0.0225, 0.0935, 0.0804, -0.0536, 0.0715, 0.0766, 0.1569, 0.0726, -0.1611, 0.1136, 0.0737, 0.0600, -0.1558, -0.1235, 0.0901],
  "homo_lumo_gap_ev": 9.9,
  "charge": 0,
  "max_force_ev_per_a": 4.52,
  "smiles": "CCOC(=O)C(F)(F)F.CCOC(=O)C(F)(F)F.CO.CO.CO.CO.CO",
  "homo_ev": -9.627
}